A structure of composition C3H3O4Pb at a distorted geometry, computed with ωB97M-V with the def2-TZVPD basis set.

XYZ file:
```
11
Properties=species:S:1:pos:R:3
O -1.497 0.609 1.406
C -1.776 0.177 0.317
C -0.769 0.123 -0.805
H -2.820 -0.095 0.045
H -0.594 -0.930 -1.066
H -1.169 0.662 -1.676
O 1.242 -1.187 0.420
C 1.452 -0.059 -0.098
O 0.435 0.747 -0.370
O 2.582 0.502 0.019
Pb 2.913 -0.548 1.809
```

Total charge   +1
LUMO energy   -6.3 eV
E_HOMO   -13.663 eV
Relative energy (zero: lowest compared OMol25 entry of this formula, charge and spin)   0.00 kJ/mol
Gap between HOMO and LUMO   7.35 eV
Calculated total energy   -16589.524 eV